No. 1
{"formula": "C25H51CoO19", "method": "ωB97M-V/def2-TZVPD", "symbols": ["H", "H", "H", "O", "H", "H", "H", "C", "O", "O", "H", "C", "H", "H", "C", "H", "C", "H", "H", "H", "H", "O", "C", "O", "C", "H", "C", "H", "H", "O", "H", "H", "C", "H", "O", "H", "H", "C", "O", "H", "C", "C", "H", "C", "H", "O", "C", "H", "C", "H", "H", "C", "H", "H", "H", "C", "C", "H", "H", "C", "H", "O", "H", "O", "C", "H", "O", "H", "O", "C", "H", "C", "O", "O", "H", "H", "C", "H", "O", "H", "C", "C", "O", "H", "H", "H", "H", "H", "C", "H", "H", "O", "Co", "H", "O", "H"], "xyz": [[-16.90146, 1.88398, 6.98668], [-21.57763, 5.68930, 16.36688], [-20.91091, 8.90205, 13.75394], [-21.37700, 3.83951, 14.05732], [-15.43401, 5.05279, 9.43370], [-19.09406, 2.94787, 6.84083], [-21.40234, 4.09683, 16.92427], [-16.12295, 1.15375, 7.20849], [-18.39172, 10.52951, 11.77864], [-18.62509, 7.62991, 13.72149], [-18.53550, 3.22110, 5.10957], [-22.17440, 4.82128, 16.64974], [-26.94575, 6.67300, 13.19382], [-14.84463, 3.41795, 8.88846], [-19.55274, 1.59334, 9.31876], [-23.05900, 2.35080, 12.14018], [-16.05319, -0.10498, 6.36380], [-24.68587, 3.57193, 10.59312], [-15.14901, -0.63174, 6.66422], [-17.37750, 7.67592, 12.19641], [-22.92688, 6.77765, 14.43053], [-16.21787, 0.74706, 8.57174], [-17.30005, 7.39236, 13.24614], [-17.57463, 0.02506, 10.26173], [-19.10648, 11.39402, 12.66175], [-22.62462, 4.00442, 11.79486], [-27.38975, 6.61980, 11.00406], [-19.31854, 7.90097, 9.07550], [-18.59561, 12.19535, 14.56898], [-23.87369, 6.99076, 10.65736], [-20.16091, 2.30971, 8.77488], [-16.91584, 6.38838, 13.40772], [-19.44241, 5.37505, 11.03380], [-21.01529, 7.42205, 12.69830], [-25.38087, 8.31853, 11.70397], [-18.31681, 9.01321, 8.08106], [-28.56175, 6.68909, 12.81570], [-18.19832, 12.19198, 13.55475], [-25.98414, 6.42592, 10.67854], [-27.85204, 7.58338, 10.78844], [-17.36389, 0.67389, 9.27914], [-22.62956, 7.81863, 14.29193], [-18.02913, 13.23432, 13.27858], [-18.55182, 4.95925, 6.43646], [-25.23974, 4.32054, 11.97071], [-18.67527, 5.80269, 15.04582], [-23.36886, 3.39107, 12.29981], [-16.02206, 0.11832, 5.29623], [-21.16180, 7.84498, 13.68616], [-20.10988, 3.75035, 5.65617], [-23.12947, 8.73366, 9.77701], [-18.37367, 8.44987, 9.00883], [-19.03419, 5.76149, 5.88306], [-23.01307, 8.68406, 11.48466], [-19.78614, 12.04078, 12.10836], [-18.98850, 9.89377, 10.77665], [-22.54125, 3.90775, 14.44986], [-28.02199, 5.96787, 10.40319], [-22.76024, 5.04932, 17.53414], [-15.69815, 4.03185, 9.15331], [-27.63324, 5.16063, 12.54193], [-17.16824, 5.17897, 6.17012], [-19.48539, 2.02631, 10.31925], [-18.23142, 1.55275, 8.78105], [-24.74601, 3.39145, 11.66499], [-16.91667, -0.76256, 6.47140], [-23.55068, 3.66195, 13.68791], [-25.40276, 2.61033, 12.03778], [-16.69100, 4.25664, 8.12977], [-25.10489, 7.33551, 11.07330], [-19.30198, 5.45169, 9.95582], [-27.62932, 6.24628, 12.45842], [-18.02071, 9.28594, 10.08761], [-20.52124, 7.00105, 14.67059], [-18.61645, 5.82685, 11.59364], [-22.79296, 8.21448, 15.29450], [-19.07586, 3.60366, 5.97433], [-19.92900, 0.57539, 9.38704], [-15.08774, 4.43022, 6.59327], [-17.17479, 11.81922, 13.63592], [-22.90223, 8.05695, 10.59827], [-16.23002, 4.58105, 6.92653], [-19.93311, 4.16059, 11.50020], [-16.30818, 3.63165, 9.96137], [-18.79299, 4.94328, 7.50003], [-20.14836, 6.18556, 11.27804], [-17.74478, 7.55638, 8.96641], [-23.28954, 8.36415, 13.61784], [-19.21220, 6.74138, 14.51548], [-16.61643, 8.10588, 13.70557], [-21.85033, 7.78836, 10.60505], [-23.00362, 4.25249, 15.64702], [-19.71079, 3.05489, 13.12605], [-19.70587, 10.87598, 13.41360], [-20.16494, 9.89342, 10.53442], [-15.21594, 1.74518, 7.07227]], "forces_ev_per_a": [[-0.34, -0.53, -0.21], [-0.62, 0.15, -0.60], [0.91, -0.21, -0.21], [1.35, -0.43, 0.61], [0.71, -0.25, 0.22], [0.29, -0.50, -0.38], [-0.22, -0.18, 0.17], [-0.37, 0.40, -0.72], [0.70, -0.01, 0.35], [-0.39, -0.19, 0.20], [0.12, -0.20, 0.19], [1.96, -0.41, 0.80], [0.55, -0.05, -0.47], [-0.18, -0.02, -0.26], [0.71, -0.11, 1.07], [0.61, 0.01, 0.63], [-0.20, 0.24, -0.30], [0.00, -0.86, -0.12], [-0.07, -0.20, -0.19], [0.37, -0.31, -0.07], [-0.30, -0.05, -0.58], [0.05, -0.80, 1.83], [0.42, 0.79, -0.41], [0.49, -0.35, 0.11], [-0.96, 0.34, 0.52], [-0.18, 0.52, 0.40], [-0.51, 0.04, 1.18], [-0.58, 1.04, 0.36], [-0.03, 0.07, -0.03], [0.61, -0.49, -0.39], [0.10, -0.37, -0.54], [-0.39, -0.09, 0.03], [-0.37, 1.67, 1.09], [-0.33, 0.12, -0.02], [0.19, 0.29, 0.08], [-0.06, -0.13, -0.05], [-0.36, -0.47, -0.33], [1.36, 0.86, 0.33], [-0.56, -0.44, -0.90], [1.14, 0.55, -0.06], [0.42, 1.02, -0.92], [0.41, -0.53, -1.38], [-0.37, -0.03, -0.29], [-0.56, -0.41, -0.17], [-0.01, 0.00, 0.14], [-0.01, -0.37, -0.12], [-0.48, -1.80, -1.42], [0.30, 0.19, 0.05], [-2.60, 0.45, 2.61], [-0.04, -0.10, 0.02], [0.12, -0.30, -0.31], [-0.42, -1.23, -0.80], [-0.07, 0.09, 0.28], [-0.11, -0.05, 0.03], [0.06, -0.12, -0.22], [-0.19, 0.59, 0.28], [-0.76, 0.34, 0.78], [0.81, -0.47, -0.36], [-0.38, -0.13, -0.31], [-1.10, 1.02, 0.35], [-0.14, 0.03, 0.32], [0.62, -0.59, 0.08], [-0.07, -0.20, 0.17], [-0.89, 0.74, -0.96], [-0.30, 2.25, 0.52], [-0.02, 0.07, 0.37], [-0.55, 0.08, -0.07], [0.28, -0.40, -0.47], [-0.34, -0.58, 0.18], [-0.31, 0.67, 0.18], [0.23, -0.57, -0.04], [-0.23, 0.27, 0.39], [0.13, -0.50, 0.45], [1.55, 0.01, -0.35], [0.76, -0.86, -0.30], [0.90, 0.53, -0.08], [-0.26, 0.46, -0.18], [-0.41, 0.15, -0.17], [-0.29, 0.18, -0.31], [-0.17, -0.51, -0.12], [-0.82, 1.45, 0.98], [0.43, 0.43, -0.13], [0.60, -1.99, 1.82], [0.38, -0.35, 0.07], [0.28, 0.93, 0.05], [-0.68, -0.31, -0.34], [0.95, 0.65, 0.11], [-0.29, -0.31, 0.05], [-0.24, 0.13, -0.04], [-0.11, -0.06, 0.20], [-0.29, -0.96, -0.44], [0.23, 0.13, -1.20], [-1.33, 2.91, -1.96], [-0.26, -0.88, -0.78], [-0.18, -0.30, -0.03], [0.24, -0.29, 0.43]], "e_tot_ha": -3795.1528, "spin_multiplicity": 4, "orbital_gap_ev": [7.51, 7.13], "charge": 1, "relative_energy_kcal_mol": 56.0, "lumo_energy_ha": [-0.1936, -0.2077]}

***

No. 2
{"formula": "C5H7Br", "method": "ωB97M-V/def2-TZVPD", "symbols": ["Br", "C", "H", "C", "H", "H", "H", "C", "C", "H", "H", "H", "C"], "xyz": [[-4.28463, 0.19048, -0.09174], [-1.75829, -1.37233, 0.32234], [2.59187, -0.02324, -1.23505], [1.91460, -0.26417, -0.41667], [-0.88219, -1.91922, 0.49659], [0.21470, 0.66535, -1.42742], [1.62784, -1.30881, -0.53260], [0.70081, 0.60546, -0.46068], [-2.76803, -0.73864, 0.19662], [2.44796, -0.15503, 0.52428], [-0.68348, 1.85601, 0.50191], [0.67349, 1.21033, 1.54570], [0.20534, 1.25382, 0.57674]], "forces_ev_per_a": [[0.19, -0.07, 0.08], [-0.88, 0.44, 0.05], [0.08, -0.02, -0.02], [-0.04, 0.08, 0.00], [0.55, -0.32, 0.06], [-0.17, 0.06, -0.01], [0.05, -0.17, -0.05], [0.20, -0.02, -0.10], [0.00, -0.16, -0.17], [0.05, -0.02, 0.08], [-0.20, 0.09, -0.06], [0.16, -0.05, 0.23], [0.00, 0.16, -0.08]], "e_tot_ha": -2768.6106, "spin_multiplicity": 1, "smiles": "C#CBr.C=CC", "orbital_gap_ev": 10.07, "relative_energy_kcal_mol": 48.1, "lumo_energy_ha": 0.0266}

***

No. 3
{"formula": "C22H26BrMgN4O2PS2", "method": "ωB97M-V/def2-TZVPD", "symbols": ["C", "N", "N", "C", "C", "H", "C", "H", "H", "C", "H", "H", "H", "H", "H", "C", "C", "S", "O", "C", "O", "C", "H", "H", "N", "Mg", "C", "C", "H", "C", "H", "C", "C", "H", "C", "H", "H", "H", "H", "C", "N", "Br", "S", "C", "H", "C", "C", "H", "H", "H", "C", "P", "C", "H", "C", "H", "H", "H", "H"], "xyz": [[2.76764, -4.45502, -1.36297], [-0.89697, -1.45098, 2.35190], [-2.56729, 2.02785, 0.22265], [4.02259, -4.39910, -2.02319], [-4.49842, 3.76280, -0.80827], [2.02151, 2.17395, -1.24643], [-1.92993, -1.83121, 3.36753], [5.65207, -3.11778, -2.60755], [2.33011, -5.48169, -1.24948], [2.36604, 0.72737, -4.72346], [1.75746, 0.27937, 3.41104], [2.15914, -1.19632, -3.66293], [0.25708, 2.14376, 2.42302], [2.74624, 2.81067, -5.37900], [-1.84395, -0.03475, 4.74681], [2.13513, 0.39911, -2.35093], [-3.71631, 1.57336, -0.40786], [-0.08022, -0.90367, -0.60332], [-3.15676, -0.66574, 0.40506], [-3.87217, 0.07277, -0.40727], [-4.80188, -0.39373, -1.14249], [-2.51797, -0.52099, 4.03520], [0.63137, -1.95338, 3.69322], [-5.31194, 4.45733, -1.00956], [-2.96520, 0.50289, 3.06469], [-1.64101, 0.30187, 1.36934], [0.67813, 0.18329, 3.30249], [0.44214, -1.21942, 2.88119], [2.58860, 3.68460, -3.12665], [-4.71965, 2.38097, -0.79646], [-3.23639, 1.34446, 3.59131], [2.18091, 1.80019, -2.23263], [4.61491, -3.15811, -2.16257], [1.08740, -3.31826, -0.64674], [-3.26328, 4.24910, -0.43573], [-2.74435, -2.37972, 2.81571], [-3.31625, -0.91127, 4.60825], [0.83393, 1.01475, 1.45904], [-0.75959, -2.21312, 1.65222], [2.51957, 2.11487, -4.54162], [0.18268, 1.11694, 2.26095], [-0.72448, 4.17632, 0.78835], [2.95269, 0.37937, 0.60007], [2.69467, -2.06634, -1.23008], [1.14853, -1.41443, 2.04674], [-2.28807, 3.33229, 0.16385], [3.94141, -2.00773, -1.75898], [-2.98356, 5.26679, -0.39664], [4.28570, -5.28165, -2.54780], [-1.53296, -2.43541, 4.18684], [2.09014, -3.29401, -1.03172], [1.83981, -0.53526, -0.88403], [2.43066, 2.61777, -3.28097], [4.45056, -1.02285, -1.80286], [2.21002, -0.12593, -3.64635], [-3.83138, 0.19954, 2.63232], [-5.63540, 1.96453, -1.16892], [0.31388, 0.44334, 4.30165], [2.50265, 0.28565, -5.70600]], "forces_ev_per_a": [[0.35, -1.23, -0.80], [-0.68, -1.61, -0.01], [0.58, 0.98, -0.49], [-2.23, 0.93, 0.77], [0.27, 0.29, 0.56], [0.21, 0.52, 0.52], [-0.20, 1.51, -0.88], [-1.36, 0.24, 0.42], [0.13, 1.26, 0.00], [0.61, 0.17, -0.61], [0.25, 0.11, -0.13], [0.00, -0.41, -0.89], [-0.02, -1.26, 0.65], [-0.26, -0.84, 0.53], [0.22, -0.28, -0.33], [-0.40, 2.02, -1.65], [1.97, -0.74, 1.89], [-0.68, 0.14, -0.13], [-0.27, 2.03, -0.79], [-2.49, -3.40, -0.84], [2.45, 1.59, 1.72], [0.63, -0.92, -0.56], [0.25, 0.52, -0.25], [0.24, -0.15, -0.33], [-0.31, 0.23, 0.71], [0.26, -0.06, -1.01], [0.84, 1.62, 0.74], [0.26, -1.19, -0.28], [-0.21, -0.17, 0.07], [-0.41, 1.24, -0.92], [0.42, -0.37, -0.38], [-0.25, -1.71, 1.33], [1.57, -0.18, -0.72], [-0.25, -0.12, 0.16], [1.23, -2.01, 1.42], [0.73, 0.58, 0.67], [-1.17, -0.12, 0.82], [0.01, -0.22, 0.21], [-0.66, 0.86, 0.62], [0.25, -0.75, -1.60], [-0.13, 0.73, -0.66], [0.11, -0.56, 0.17], [-0.91, -0.48, -0.62], [-1.12, -0.48, 0.07], [-0.33, 0.01, 0.48], [-3.11, 0.13, -1.76], [2.34, 0.74, -0.17], [-0.11, 0.99, -0.23], [1.06, -0.67, -0.02], [0.05, -0.21, -0.14], [0.14, -0.68, 0.20], [1.34, 0.52, 1.98], [0.14, 1.63, -0.13], [-0.34, -0.75, -0.19], [-0.10, 0.37, 1.33], [-0.05, -0.22, -0.22], [-0.16, -0.28, -0.02], [-0.51, -0.03, -0.26], [-0.20, 0.16, -0.01]], "e_tot_ha": -5135.4687, "spin_multiplicity": 1, "orbital_gap_ev": 7.30, "relative_energy_kcal_mol": 2.4, "lumo_energy_ha": -0.0090}

***

No. 4
{"formula": "C12H18N4S", "method": "ωB97M-V/def2-TZVPD", "symbols": ["C", "H", "C", "N", "H", "N", "C", "H", "C", "H", "C", "H", "H", "N", "H", "H", "C", "C", "H", "N", "H", "S", "C", "H", "H", "C", "H", "H", "H", "C", "H", "H", "C", "H", "C"], "xyz": [[0.73916, -1.57788, 1.77473], [2.90185, -0.90330, -2.59510], [-0.49367, -1.64737, 3.96658], [0.95296, 2.39523, 1.86548], [-3.20936, 1.15873, 0.46511], [1.37079, 0.46170, 0.87783], [0.78414, 1.09274, 1.99506], [-1.49312, 1.51631, 0.59159], [0.17307, -0.89351, 2.86519], [-1.37434, -1.13858, -2.68085], [2.00283, -0.68165, -2.02021], [1.91400, 3.47793, 0.32443], [-0.55180, -1.09414, -1.12772], [0.19908, 0.41702, 2.96187], [-0.86569, -0.94719, 4.70769], [-2.40007, 2.22130, -1.60685], [-0.82631, 0.83745, -2.06281], [1.61896, 2.52690, 0.71978], [0.76682, -2.07808, -3.06545], [1.89546, 1.40196, 0.08778], [2.03480, 0.35138, -1.68240], [2.14077, -1.75334, -0.54107], [0.75768, -1.01049, -2.83152], [0.21248, -2.33157, 4.43350], [0.82000, -0.46186, -3.77489], [1.35112, -0.87852, 0.75598], [-0.80719, 1.23876, -3.07946], [0.70352, -2.65314, 1.72098], [-2.95790, 0.57911, -1.92554], [-0.55677, -0.66490, -2.13186], [-0.03889, 1.34105, -1.49994], [-2.03470, -0.14000, 0.29931], [-2.22805, 0.90609, 0.07079], [-1.32154, -2.23425, 3.57273], [-2.18011, 1.16608, -1.43072]], "forces_ev_per_a": [[0.20, 0.20, -0.34], [0.05, 0.03, 0.07], [-0.02, -0.03, 0.03], [-0.33, 0.41, 0.60], [-0.07, -0.01, 0.12], [-0.67, 0.62, 1.19], [0.49, -0.07, -0.89], [0.08, 0.07, 0.09], [0.09, 0.21, -0.04], [-0.05, -0.04, 0.05], [-0.20, -0.18, 0.06], [0.11, 0.18, -0.16], [-0.08, -0.09, 0.01], [-0.42, -0.19, 0.70], [-0.02, -0.01, 0.04], [-0.09, -0.01, -0.05], [-0.27, -0.15, 0.01], [-0.08, -0.47, 0.07], [0.02, 0.02, -0.10], [0.75, 0.25, -0.89], [0.11, -0.14, -0.16], [0.16, 0.26, 0.02], [-0.14, -0.09, 0.15], [0.01, -0.09, 0.06], [-0.01, -0.02, -0.09], [0.03, -0.76, -0.18], [0.07, 0.03, -0.04], [-0.05, -0.11, -0.05], [-0.06, 0.05, -0.07], [0.18, 0.20, -0.17], [0.07, 0.05, -0.02], [0.03, -0.12, 0.09], [-0.06, 0.03, -0.21], [-0.07, -0.08, 0.01], [0.21, 0.05, 0.08]], "e_tot_ha": -1085.2803, "spin_multiplicity": 1, "smiles": "CCCCCCSc1cc(C)nc2ncnn12", "orbital_gap_ev": 9.09, "relative_energy_kcal_mol": 0.0, "lumo_energy_ha": 0.0101}